Entry 1:
The following is a quantum chemistry calculation of the molecule C22H26N4O3S in a non-equilibrium geometry, from the OMol25 dataset.

Its total energy is -1696.13176 hartree. The energy relative to the best compared isomer or geometry (same formula, charge and spin) is 22.9375 eV. The calculation puts the HOMO energy at -7.9 eV. The value obtained for the LUMO energy is -0.748 eV. As for the structure (SMILES): Cc1cc(-c2ccc(C(C)C)c(S(=O)(=O)N3CCN(c4ccccn4)CC3)c2)on1. Its total charge is 0. As for the spin multiplicity: 1. As for the frontier orbital gap: 7.176 eV.

Cartesian coordinates (Å):
C  -7.160  2.716  -0.771
C  -5.805  3.147  -0.333
N  -5.407  4.363  -0.326
O  -3.988  4.264  0.179
C  -3.477  3.079  0.388
C  -4.638  2.069  0.091
H  -4.714  0.913  0.210
C  -2.242  2.660  0.717
C  -1.832  1.299  0.911
C  -0.618  1.044  1.496
C  0.209  1.892  1.591
C  -0.059  3.286  1.381
C  -1.242  3.760  1.163
H  -1.767  4.609  0.900
H  0.641  4.208  1.680
C  1.694  1.567  2.317
H  1.781  0.662  2.629
C  2.030  2.401  3.595
H  2.870  2.231  3.809
H  1.993  3.425  3.361
H  1.330  2.299  4.211
C  2.656  1.789  1.124
H  2.582  2.980  0.809
H  2.423  1.233  0.299
H  3.714  1.874  1.205
S  -0.291  -0.687  1.626
O  0.416  -0.969  3.066
O  -1.487  -1.500  1.089
N  1.062  -1.008  0.593
C  1.932  -1.984  0.870
H  2.073  -1.985  1.756
C  1.497  -3.241  0.225
N  1.040  -3.217  -1.129
C  2.111  -3.442  -2.024
N  1.840  -2.913  -3.245
C  2.414  -3.235  -4.424
C  3.720  -3.898  -4.323
C  3.785  -4.812  -2.849
C  3.071  -4.395  -1.950
H  3.239  -5.013  -1.044
H  4.670  -5.334  -2.698
H  4.236  -4.495  -5.028
H  2.400  -2.757  -5.206
C  0.198  -2.204  -1.251
H  -0.039  -2.194  -2.548
H  -0.873  -2.326  -0.727
C  0.592  -0.774  -0.734
H  -0.201  0.029  -0.762
H  1.431  -0.459  -1.597
H  2.137  -4.257  0.430
H  0.449  -3.486  0.768
H  2.888  -1.704  0.223
H  -2.675  0.630  0.747
H  -7.645  3.669  -0.923
H  -7.721  2.224  0.094
H  -7.239  1.973  -1.661



Entry 2:
The following is a quantum chemistry calculation of a structure of composition C21H25IrN2O7P2S, from the OMol25 dataset.

Its total energy is -2636.99463 hartree. The energy relative to the best compared isomer or geometry (same formula, charge and spin) is 0.3226 eV. The calculation puts the HOMO energy at -1.1 eV. The value obtained for the LUMO energy is 4.098 eV. Its total charge is -2. As for the spin multiplicity: 1. As for the frontier orbital gap: 5.234 eV.

Cartesian coordinates (Å):
Ir  -0.328  0.671  -0.069
S  2.959  3.604  -0.793
C  2.502  2.990  -2.334
C  1.505  2.067  -2.254
C  1.063  1.808  -0.917
C  1.781  2.589  -0.030
C  1.369  2.614  1.351
C  1.960  3.336  2.387
C  1.412  3.276  3.652
C  0.278  2.501  3.869
C  -0.262  1.806  2.805
N  0.274  1.847  1.584
H  3.010  3.341  -3.220
H  1.091  1.570  -3.122
H  2.834  3.940  2.180
H  1.859  3.834  4.466
H  -0.194  2.442  4.840
H  -1.153  1.199  2.909
O  -1.264  4.020  -0.557
P  -2.704  3.338  -0.285
O  -3.239  2.743  -1.556
O  -2.172  2.002  0.589
O  -3.490  4.235  0.578
P  -3.071  0.638  0.953
O  -3.966  0.509  -0.354
O  -3.869  0.777  2.184
O  -1.939  -0.389  0.966
H  -0.747  3.473  -1.162
H  -3.764  1.251  -0.993
C  2.820  -1.077  0.982
C  1.811  -2.104  1.503
C  0.903  -1.524  2.592
C  0.991  -2.805  0.429
C  0.911  -4.188  0.508
C  0.178  -4.945  -0.393
C  -0.479  -4.273  -1.414
C  -0.440  -2.893  -1.552
C  -1.161  -2.299  -2.753
C  -0.221  -1.544  -3.699
C  -2.384  -1.455  -2.393
C  0.294  -2.113  -0.607
N  0.460  -0.778  -0.837
H  3.387  -0.662  1.821
H  2.335  -0.261  0.453
H  3.524  -1.548  0.291
H  2.404  -2.897  1.976
H  0.176  -0.835  2.166
H  1.489  -0.999  3.355
H  0.334  -2.321  3.075
H  1.446  -4.685  1.313
H  0.126  -6.024  -0.309
H  -1.052  -4.840  -2.142
H  -1.532  -3.168  -3.311
H  0.249  -0.711  -3.177
H  -0.780  -1.158  -4.556
H  0.569  -2.204  -4.069
H  -2.100  -0.522  -1.912
H  -3.045  -1.984  -1.706
H  -2.946  -1.211  -3.300



Entry 3:
The following is a quantum chemistry calculation of a structure of composition C54H95B2F9HgN5O24PS in a non-equilibrium geometry, from the OMol25 dataset.

Its total energy is -6035.69926 hartree. The energy relative to the best compared isomer or geometry (same formula, charge and spin) is 0.0000 eV. The calculation puts the HOMO energy at -5.8 eV. The value obtained for the LUMO energy is -4.590 eV. Its total charge is -2. As for the spin multiplicity: 1. As for the frontier orbital gap: 1.214 eV.

Cartesian coordinates (Å):
Hg  3.001  -0.842  2.930
O  6.393  6.020  2.168
C  5.756  6.584  3.136
O  6.031  7.844  3.591
B  5.169  8.129  4.756
O  4.307  6.897  4.840
C  4.739  5.945  4.021
O  4.353  4.803  3.952
O  4.369  9.335  4.544
C  4.568  10.261  5.456
O  3.948  11.357  5.518
C  5.613  9.674  6.407
O  5.892  8.394  5.978
O  6.205  10.292  7.312
O  3.882  -8.437  3.504
C  3.608  -8.542  2.292
O  3.515  -9.618  1.607
B  3.163  -9.387  0.214
O  3.146  -7.911  0.113
C  3.415  -7.339  1.286
O  3.356  -6.174  1.611
O  4.111  -9.898  -0.803
C  3.463  -10.632  -1.730
O  3.942  -11.301  -2.652
C  2.034  -10.630  -1.322
O  1.820  -9.981  -0.233
O  1.125  -11.117  -2.036
P  -0.709  0.234  0.361
F  -1.369  1.730  0.114
F  -2.171  -0.293  0.650
F  -0.677  -0.246  -1.245
F  -0.022  -1.178  0.758
F  0.822  0.731  0.192
F  -0.464  0.566  1.928
C  6.610  -2.620  -2.496
F  5.312  -2.650  -2.710
F  6.882  -3.884  -2.066
F  7.133  -2.418  -3.681
S  7.144  -1.320  -1.201
O  8.375  -1.743  -0.574
O  7.382  -0.068  -1.858
O  6.048  -1.206  -0.227
C  -4.315  -8.417  -7.128
C  -3.414  -7.262  -7.711
C  -4.407  -6.008  -7.744
C  -4.520  -5.221  -6.435
C  -3.059  -4.804  -6.049
C  -2.098  -6.024  -5.765
N  -2.188  -6.941  -6.946
O  -1.270  -8.085  -6.847
C  -0.591  -5.590  -5.498
C  -2.530  -6.700  -4.371
C  -3.032  -7.492  -9.137
H  -3.670  -9.294  -7.175
H  -5.218  -8.580  -7.717
H  -4.671  -8.344  -6.101
H  -4.320  -5.308  -8.575
H  -5.377  -6.466  -7.939
H  -5.068  -5.734  -5.645
H  -5.171  -4.402  -6.738
H  -2.977  -4.105  -5.217
H  -2.565  -4.229  -6.833
H  -0.465  -4.671  -4.925
H  -0.031  -6.317  -4.910
H  -0.055  -5.395  -6.427
H  -3.552  -7.003  -4.595
H  -2.003  -7.614  -4.100
H  -2.489  -5.984  -3.550
H  -2.767  -6.584  -9.678
H  -3.929  -7.914  -9.590
H  -2.148  -8.123  -9.219
H  -1.723  -8.729  -6.298
C  -7.532  7.725  -6.284
C  -6.276  6.839  -6.015
C  -6.290  6.526  -4.419
C  -5.378  5.433  -4.056
C  -5.598  4.151  -4.904
C  -5.604  4.406  -6.437
N  -6.447  5.566  -6.749
O  -6.493  5.752  -8.139
C  -4.102  4.520  -6.881
C  -6.237  3.167  -7.172
C  -4.947  7.605  -6.395
H  -7.696  8.373  -5.423
H  -8.398  7.081  -6.436
H  -7.309  8.266  -7.204
H  -5.871  7.362  -3.859
H  -7.333  6.392  -4.130
H  -5.512  5.225  -2.994
H  -4.336  5.736  -4.156
H  -6.489  3.623  -4.564
H  -4.917  3.387  -4.531
H  -3.639  3.578  -7.175
H  -3.969  5.170  -7.746
H  -3.443  4.884  -6.093
H  -7.320  3.065  -7.106
H  -6.034  3.130  -8.242
H  -5.762  2.278  -6.757
H  -4.843  8.585  -5.930
H  -4.906  7.677  -7.482
H  -4.043  7.134  -6.010
H  -7.323  5.296  -8.302
C  2.904  -0.773  9.875
C  3.335  0.004  8.548
C  4.267  1.235  8.880
C  5.703  0.865  9.308
C  6.328  0.003  8.186
C  5.489  -1.172  7.657
N  4.027  -0.785  7.443
O  3.243  -1.921  6.985
C  6.134  -1.486  6.317
C  5.720  -2.336  8.691
C  2.099  0.691  7.897
H  3.326  -0.400  10.809
H  3.272  -1.793  9.770
H  1.834  -0.651  10.041
H  4.220  1.985  8.090
H  3.839  1.769  9.729
H  5.552  0.431  10.296
H  6.260  1.795  9.422
H  7.175  -0.516  8.635
H  6.584  0.710  7.398
H  7.178  -1.788  6.397
H  5.828  -2.461  5.939
H  5.991  -0.687  5.589
H  6.727  -2.749  8.637
H  5.541  -1.914  9.680
H  4.963  -3.114  8.594
H  1.567  -0.172  7.496
H  2.310  1.385  7.084
H  1.451  1.244  8.577
H  3.287  -2.493  7.755
C  3.597  9.267  -4.516
C  4.131  8.601  -3.174
C  3.059  8.824  -2.103
C  1.782  7.977  -2.225
C  2.163  6.535  -2.478
C  3.228  6.194  -3.534
N  4.461  7.120  -3.309
O  5.475  6.900  -4.118
C  3.642  4.826  -3.151
C  2.570  6.284  -4.962
C  5.357  9.367  -2.745
H  2.512  9.281  -4.611
H  3.902  8.720  -5.408
H  3.967  10.288  -4.613
H  3.416  8.642  -1.089
H  2.746  9.868  -2.096
H  1.227  8.396  -3.064
H  1.182  8.012  -1.316
H  1.236  6.046  -2.779
H  2.479  6.221  -1.484
H  4.570  4.538  -3.645
H  3.743  4.635  -2.082
H  2.954  4.047  -3.479
H  1.901  5.427  -5.031
H  1.981  7.198  -5.036
H  3.266  6.255  -5.801
H  6.017  9.468  -3.606
H  5.754  8.933  -1.827
H  5.058  10.408  -2.622
H  5.153  7.390  -4.878
C  -2.495  -6.099  4.527
C  -3.932  -5.759  4.968
C  -4.516  -6.920  5.746
C  -5.694  -6.598  6.693
C  -5.359  -5.363  7.534
C  -4.738  -4.129  6.805
N  -3.797  -4.542  5.792
O  -3.115  -3.502  5.127
C  -5.857  -3.237  6.227
C  -4.103  -3.276  7.882
C  -4.850  -5.399  3.719
H  -2.046  -5.399  3.822
H  -2.464  -7.066  4.027
H  -1.766  -6.307  5.311
H  -4.828  -7.741  5.100
H  -3.840  -7.488  6.385
H  -5.981  -7.333  7.445
H  -6.481  -6.330  5.988
H  -4.831  -5.477  8.481
H  -6.321  -5.108  7.979
H  -6.424  -3.685  5.411
H  -6.562  -3.073  7.042
H  -5.530  -2.231  5.967
H  -4.706  -2.958  8.733
H  -3.262  -3.873  8.234
H  -3.663  -2.339  7.540
H  -4.869  -6.206  2.988
H  -4.607  -4.465  3.213
H  -5.887  -5.279  4.033
H  -3.712  -3.345  4.392



Entry 4:
The following is a quantum chemistry calculation of the molecule C5H9N in a non-equilibrium geometry, from the OMol25 dataset.

Its total energy is -250.53731 hartree. The energy relative to the best compared isomer or geometry (same formula, charge and spin) is 3.5275 eV. The calculation puts the HOMO energy at -8.6 eV. The value obtained for the LUMO energy is 0.958 eV. As for the structure (SMILES): C=CCNC=C. Its total charge is 0. As for the spin multiplicity: 1. As for the frontier orbital gap: 9.591 eV.

Cartesian coordinates (Å):
C  2.078  1.764  -0.523
C  0.836  1.167  -0.361
N  0.793  0.143  0.695
C  -0.699  -0.367  1.200
C  -1.493  -1.680  -0.685
C  -1.569  -0.566  0.079
H  2.431  2.137  -1.487
H  2.778  1.864  0.334
H  0.142  1.173  -1.161
H  1.276  -0.716  0.483
H  -1.107  0.431  1.905
H  -0.429  -1.318  1.771
H  -1.526  -1.639  -1.758
H  -1.367  -2.679  -0.191
H  -2.145  0.286  -0.302